[1]
Entry from OMol25: one molecule with the formula C7H8S in a non-equilibrium geometry (ωB97M-V with the def2-TZVPD basis set).

Properties
* calculated total energy: -18220.934 eV
* gap between HOMO and LUMO: 0.32763 Ha
* SMILES: C[C@@H]1Cc2sccc21
* max |F|: 0.103 hartree/bohr
* E_LUMO: 0.8 eV
* relative energy (zero: lowest compared OMol25 entry of this formula, charge and spin): 229.5 kJ/mol

Each line ends with the Mulliken charge.
Positions of all 16 atoms, in Å:
C1 1.2974 -0.2889 0.8687  -1.352
C2 0.5520 0.1177 -0.4329  0.480
C3 0.0384 1.6430 -0.3778  -0.505
C4 -1.3264 1.1629 -0.6204  -0.133
S1 -2.9765 1.2235 -0.3318  -0.176
C5 -3.1311 -0.5072 -0.4330  -0.041
C6 -1.9216 -1.1717 -0.5282  -0.985
C7 -0.8725 -0.2766 -0.5386  0.198
H1 0.8124 0.0569 1.8488  0.331
H2 2.3627 -0.0246 0.8349  0.343
H3 1.1229 -1.3446 1.2034  0.327
H4 1.4004 -0.0130 -1.2439  0.301
H5 0.6338 2.3152 -1.0278  0.249
H6 0.1846 2.0103 0.6205  0.237
H7 -4.1830 -0.8094 -0.2769  0.370
H8 -1.9309 -2.2045 -0.3215  0.355

Cartesian forces, eV/Å:
-1.48 -0.76 1.97
2.95 0.98 0.47
2.49 0.02 -0.12
0.64 -5.24 0.59
-0.06 -0.31 -0.72
-0.90 1.15 0.51
-1.34 0.40 0.93
-1.50 4.59 -1.77
0.60 0.84 -1.45
-0.40 -0.20 0.20
0.79 0.16 -1.35
-2.29 -0.15 0.87
-0.91 -0.17 -0.16
0.02 0.30 0.62
1.02 -0.42 -0.29
0.38 -1.19 -0.29

[2]
Entry from OMol25: C43H43ClI2N4O6S3Sn as an isolated structure (ωB97M-V with the def2-TZVPD basis set).

Properties
* calculated total energy: -130590.480 eV
* gap between HOMO and LUMO: 0.25551 Ha
* max |F|: 0.017 hartree/bohr
* E_LUMO: -1.1 eV
* relative energy (zero: lowest compared OMol25 entry of this formula, charge and spin): 96.8 kJ/mol

Each line ends with the Mulliken charge.
Positions of all 103 atoms, in Å:
Sn1 0.4428 -0.3932 0.1673  1.035
C1 1.9081 3.6233 -1.9114  -1.767
C2 1.1002 3.4154 -0.6602  0.636
C3 1.7047 3.3611 0.5931  -0.648
C4 0.9458 3.2419 1.7542  0.704
C5 1.6173 3.1873 3.1028  -1.638
C6 -0.4374 3.1979 1.6446  -0.316
C7 -1.0680 3.1996 0.4029  0.712
C8 -2.5687 3.1082 0.2966  -1.721
C9 -0.2851 3.3003 -0.7402  -0.589
H1 1.8629 2.7290 -2.5373  0.293
H2 2.9495 3.8331 -1.6753  0.378
H3 1.5100 4.4565 -2.4932  0.420
H4 2.7832 3.4662 0.6730  0.765
H5 2.1282 2.2290 3.2325  0.206
H6 0.8898 3.2956 3.9075  0.348
H7 2.3658 3.9747 3.1998  0.492
H8 -1.0382 3.1880 2.5470  0.496
H9 -3.0477 3.3794 1.2381  0.352
H10 -2.8670 2.0847 0.0452  0.114
H11 -2.9433 3.7590 -0.4933  0.520
H12 -0.7690 3.3578 -1.7104  0.383
C10 1.6370 -8.4560 0.8610  -1.460
C11 1.9533 -6.9840 0.9158  0.832
C12 3.2455 -6.5338 1.1504  -0.899
C13 3.5259 -5.1750 1.1763  -0.664
C14 2.5025 -4.2639 0.9797  -0.055
C15 1.1991 -4.6881 0.7523  0.317
C16 0.9381 -6.0465 0.7233  -0.940
S1 2.9146 -2.5445 0.8452  1.143
O1 2.7787 -2.2156 -0.5465  -0.412
O2 4.1985 -2.3562 1.4631  -0.704
N1 1.7372 -1.7053 1.5712  0.823
C17 1.6550 -1.6818 2.9598  0.666
C18 2.4541 -2.4002 3.8312  -0.782
C19 2.2913 -2.2902 5.2239  -1.054
C20 1.3207 -1.5033 5.7715  -0.923
C21 0.4548 -0.7877 4.9181  1.221
C22 -0.6202 -0.0046 5.3882  -0.894
C23 -1.4472 0.6220 4.5006  -1.422
C24 -1.1689 0.5136 3.1301  -0.365
N2 -0.1526 -0.1697 2.6557  0.895
C25 0.6382 -0.8562 3.5160  -0.911
H13 2.5471 -9.0532 0.8821  0.393
H14 1.0874 -8.6957 -0.0504  0.350
H15 1.0160 -8.7444 1.7116  0.297
H16 4.0438 -7.2500 1.3030  0.338
H17 4.5308 -4.8059 1.3393  0.515
H18 0.4289 -3.9487 0.5704  0.151
H19 -0.0655 -6.4075 0.5327  0.350
H20 3.2282 -3.0375 3.4332  0.418
H21 2.9546 -2.8533 5.8685  0.414
H22 1.1966 -1.4241 6.8440  0.422
H23 -0.7770 0.0795 6.4577  0.429
H24 -2.2988 1.2012 4.8311  0.529
H25 -1.8002 0.9962 2.3945  0.783
S2 -2.0313 -1.4697 0.8157  0.085
C26 -2.6915 -2.4339 -0.4114  -0.064
N3 -2.8154 -3.7431 -0.2705  0.620
C27 -3.2970 -4.5473 -1.3920  -1.043
C28 -2.8100 -3.9251 -2.6811  -0.256
N4 -3.3724 -2.5849 -2.7496  0.357
C29 -3.9617 -2.1271 -4.0164  -1.613
C30 -2.9905 -2.0435 -5.1728  0.785
C31 -2.6292 -3.1798 -5.8926  -0.237
C32 -1.6872 -3.1054 -6.9078  -0.691
C33 -1.1183 -1.8840 -7.2359  -0.498
C34 -1.5051 -0.7408 -6.5527  -0.610
C35 -2.4320 -0.8205 -5.5255  -0.249
C36 -3.3074 -1.8145 -1.6522  -0.081
S3 -4.0152 -0.3334 -1.4911  -0.334
C37 -2.4417 -4.4748 0.9407  -0.180
C38 -3.6440 -4.9185 1.7398  0.021
C39 -3.9527 -6.2681 1.8552  -0.159
C40 -4.9888 -6.6853 2.6807  -0.740
C41 -5.7272 -5.7505 3.3899  -0.377
C42 -5.4497 -4.3970 3.2453  -0.792
C43 -4.4136 -3.9804 2.4247  -0.182
H26 -4.3898 -4.5842 -1.3848  0.284
H27 -2.9175 -5.5611 -1.2801  0.495
H28 -3.1654 -4.5071 -3.5254  0.471
H29 -1.7169 -3.8950 -2.7151  -0.075
H30 -4.3931 -1.1522 -3.8199  0.712
H31 -4.7646 -2.8279 -4.2647  0.387
H32 -3.0933 -4.1345 -5.6723  0.355
H33 -1.4000 -4.0032 -7.4408  0.396
H34 -0.3786 -1.8230 -8.0238  0.395
H35 -1.0677 0.2157 -6.8083  0.393
H36 -2.7106 0.0695 -4.9753  0.306
H37 -1.8149 -3.8276 1.5457  0.697
H38 -1.8616 -5.3456 0.6429  -0.487
H39 -3.3725 -7.0048 1.3096  0.365
H40 -5.2122 -7.7405 2.7737  0.387
H41 -6.5118 -6.0751 4.0613  0.397
H42 -6.0365 -3.6626 3.7827  0.404
H43 -4.1858 -2.9255 2.3190  0.477
O3 1.4368 -0.6453 -2.5024  -0.428
Cl1 0.3661 -1.5820 -2.6936  1.188
O4 -0.8523 -0.8298 -2.8691  -0.441
O5 0.6265 -2.4649 -3.7754  -0.692
O6 0.1713 -2.3806 -1.4635  -0.737
I1 4.0897 0.9029 -0.6540  0.202
I2 4.9279 -0.6519 -2.6206  -0.182

Cartesian forces, eV/Å:
0.46 -0.40 0.65
-0.08 -0.08 0.02
0.04 0.04 0.01
-0.07 -0.01 -0.10
0.06 0.06 0.11
-0.03 -0.06 -0.12
0.02 0.01 -0.06
-0.09 0.08 -0.01
0.14 -0.16 0.00
-0.01 0.13 0.04
0.09 0.03 -0.02
0.02 -0.03 -0.06
-0.01 -0.01 0.02
0.00 -0.01 -0.02
-0.01 0.02 0.05
0.03 0.00 0.01
0.00 -0.01 0.03
0.00 -0.02 0.01
-0.02 0.03 -0.03
-0.04 0.04 0.01
-0.04 0.01 0.03
0.03 -0.09 0.00
0.01 0.14 0.05
-0.02 -0.10 -0.01
-0.02 0.03 -0.03
0.01 0.09 0.09
0.02 0.03 0.11
0.11 -0.03 -0.03
0.04 0.06 0.01
0.02 0.17 -0.33
-0.03 0.10 -0.12
0.01 -0.08 0.15
-0.22 0.04 -0.28
0.19 -0.20 0.11
-0.14 0.09 -0.18
-0.02 -0.03 0.04
0.02 -0.02 0.08
-0.01 0.08 -0.20
0.05 0.01 0.03
-0.04 0.06 0.08
0.09 -0.02 -0.18
-0.21 0.08 -0.14
0.06 -0.05 0.24
-0.02 -0.02 0.00
0.01 -0.04 0.01
0.01 -0.05 -0.02
0.00 0.00 -0.01
-0.02 -0.05 0.01
-0.05 -0.05 -0.01
-0.02 0.01 -0.01
0.04 0.02 0.12
0.00 0.00 -0.02
-0.02 -0.01 -0.01
-0.04 -0.02 -0.03
0.02 0.01 -0.02
-0.04 0.03 0.04
-0.12 -0.17 0.08
0.10 -0.18 0.24
0.18 0.24 -0.28
-0.13 -0.03 -0.21
0.04 0.00 0.16
0.36 0.15 0.16
-0.02 -0.12 -0.09
0.11 -0.12 0.14
0.00 0.06 -0.01
-0.03 -0.03 -0.01
-0.02 -0.02 0.01
0.03 0.04 0.00
0.03 -0.01 0.08
-0.48 0.16 -0.38
0.09 -0.01 0.04
-0.16 -0.04 0.18
0.05 -0.05 0.01
-0.01 -0.01 0.02
-0.03 0.00 0.01
0.02 -0.02 -0.02
-0.01 0.06 -0.01
-0.01 -0.01 -0.04
-0.01 -0.05 0.07
0.05 0.01 0.06
-0.04 0.02 -0.05
0.00 0.00 -0.04
-0.09 -0.01 0.00
-0.05 0.03 0.04
0.01 -0.01 0.02
-0.01 0.03 -0.01
-0.01 0.00 0.01
-0.01 0.00 0.01
0.03 -0.01 0.03
0.06 0.04 -0.04
0.02 0.02 -0.11
0.04 0.02 0.03
0.01 0.01 0.01
-0.03 0.01 -0.05
0.02 -0.02 0.00
0.01 -0.01 0.04
0.29 -0.11 0.17
-0.57 0.34 -0.42
-0.09 -0.12 -0.21
-0.08 -0.15 -0.14
0.15 0.21 0.40
0.01 0.01 0.01
0.08 0.03 0.00

[3]
Entry from OMol25: one molecule with the formula C3H6N4 in a non-equilibrium geometry (ωB97M-V with the def2-TZVPD basis set).

Properties
* calculated total energy: -9162.251 eV
* gap between HOMO and LUMO: 0.29688 Ha
* max |F|: 0.075 hartree/bohr
* E_LUMO: 0.7 eV
* relative energy (zero: lowest compared OMol25 entry of this formula, charge and spin): 637.3 kJ/mol

Each line ends with the Mulliken charge.
Positions of all 13 atoms, in Å:
C1 1.0281 -1.1525 2.1332  -0.235
C2 0.1613 0.7587 -1.3988  0.123
C3 -0.0549 0.3261 -2.7888  -0.840
N1 -0.2576 0.6388 -0.2620  0.429
N2 -0.9138 0.9286 0.7290  -0.769
N3 -0.7833 0.3923 2.0200  0.092
N4 -0.0054 -0.5235 2.5509  -0.358
H1 1.3490 -0.9620 1.0379  0.144
H2 1.5970 -1.8360 2.7494  0.276
H3 -0.4391 -0.6015 -2.7645  0.308
H4 0.9094 0.5230 -3.2164  0.291
H5 -0.8641 0.9924 -3.1098  0.259
H6 -1.7266 0.5156 2.3199  0.280

Cartesian forces, eV/Å:
-0.50 1.87 -3.35
-0.21 0.68 3.07
0.62 3.27 1.69
0.98 -0.80 -2.84
-0.80 1.00 0.13
1.05 0.05 -1.34
-0.17 -1.23 1.72
-0.01 -0.53 1.80
-0.36 0.11 0.21
-0.89 -3.65 -0.64
-0.08 -0.39 -1.25
0.41 0.10 -0.49
-0.03 -0.50 1.30

[4]
Entry from OMol25: C21H22HfN4O5P as an isolated structure in a non-equilibrium geometry (ωB97M-V with the def2-TZVPD basis set).

Properties
* calculated total energy: -48902.083 eV
* net charge: +3
* gap between HOMO and LUMO (spin up / spin down): 0.22826 / 0.22822 Ha
* max |F|: 0.025 hartree/bohr
* E_LUMO (spin up / spin down): -11.4 / -11.4 eV
* relative energy (zero: lowest compared OMol25 entry of this formula, charge and spin): 0.0 kJ/mol

Each line ends with the Mulliken charge.
Positions of all 54 atoms, in Å:
Hf1 -0.0272 -0.8411 0.4330  0.460
C1 1.3648 0.0039 -4.9566  -0.424
C2 1.9205 0.2234 -3.7004  -1.013
C3 1.1736 -0.0689 -2.5839  0.030
C4 -0.1200 -0.5800 -2.7253  1.196
C5 -0.6859 -0.7910 -3.9854  -0.290
C6 0.0686 -0.4983 -5.0979  -0.740
N1 -0.8473 -0.8045 -1.5387  0.598
N2 -2.0408 -1.1734 -1.6175  -0.548
C7 -2.7817 -1.2466 -0.4091  0.329
C8 -4.0893 -1.6311 -0.5070  -0.416
C9 -4.8703 -1.6448 0.6492  -0.375
C10 -4.3062 -1.2619 1.8513  -0.800
C11 -2.9755 -0.8893 1.8714  0.052
N3 -2.2137 -0.8727 0.7674  -0.169
H1 1.9477 0.2344 -5.8391  0.440
H2 2.9199 0.6266 -3.6081  0.439
H3 1.6045 0.1324 -1.6084  0.153
H4 -1.6902 -1.1806 -4.0759  0.486
H5 -0.3464 -0.6540 -6.0845  0.427
H6 -4.4845 -1.9020 -1.4776  0.566
H7 -5.9089 -1.9457 0.5996  0.470
H8 -4.8809 -1.2459 2.7669  0.459
H9 -2.5053 -0.5911 2.7991  0.402
C12 1.0092 -0.6501 3.2079  -1.346
P1 1.0260 1.0618 2.6176  1.296
C13 2.6534 1.7172 2.6898  -1.126
C14 -0.1134 2.0655 3.5033  -1.067
O1 0.5396 0.9111 1.1050  -0.741
H10 1.0435 -0.6727 4.2998  0.516
H11 1.8908 -1.1734 2.8364  0.349
H12 0.0905 -1.1961 2.9311  0.533
H13 2.9662 1.8059 3.7345  0.446
H14 2.6501 2.7112 2.2342  0.396
H15 3.3456 1.0672 2.1527  0.371
H16 0.2837 2.2873 4.4972  0.428
H17 -1.0783 1.5690 3.6021  0.296
H18 -0.2385 3.0014 2.9535  0.398
O2 1.6731 -1.8888 0.1202  -0.648
C15 1.0902 -3.0073 0.5268  1.988
O3 -0.1482 -2.7966 0.9206  -0.616
C16 1.7299 -4.2644 0.5402  -0.075
C17 3.0511 -4.3593 0.0649  -0.413
C18 3.6850 -5.5797 0.0924  -0.695
C19 2.9834 -6.6633 0.5899  0.056
C20 1.6817 -6.6076 1.0579  -0.707
C21 1.0413 -5.3894 1.0337  -0.377
N4 3.6799 -7.9803 0.6208  0.998
O4 4.8491 -7.9764 0.3240  -0.548
O5 3.0413 -8.9170 1.0312  -0.553
H19 3.5622 -3.4865 -0.3195  0.515
H20 4.6986 -5.7125 -0.2562  0.538
H21 1.2052 -7.5058 1.4245  0.538
H22 0.0241 -5.3000 1.3905  0.516

Cartesian forces, eV/Å:
0.02 0.86 -0.47
0.01 0.00 -0.14
0.07 0.02 -0.11
-0.03 0.01 0.18
-0.11 0.02 0.10
-0.10 -0.13 -0.03
0.07 0.02 -0.07
-0.19 0.19 -1.09
-0.66 -0.05 0.18
0.32 0.18 -0.18
-0.45 -0.16 -0.14
-0.10 -0.06 -0.14
-0.04 0.02 0.09
0.09 0.02 -0.01
-0.24 -0.16 -0.15
-0.02 -0.01 -0.01
-0.04 -0.01 0.01
0.04 0.01 0.16
0.02 0.02 -0.02
0.02 0.01 0.01
-0.03 0.00 0.05
0.00 0.00 -0.01
0.00 -0.01 -0.01
0.04 0.00 0.03
0.06 0.31 0.21
-0.03 -0.13 -0.23
0.22 0.10 -0.07
-0.17 0.17 0.09
0.40 0.54 1.10
-0.01 -0.07 0.02
0.05 -0.09 -0.01
0.03 0.06 0.22
0.01 -0.01 -0.05
0.05 -0.02 0.03
0.05 0.05 0.01
-0.03 -0.01 -0.01
-0.04 0.05 0.01
-0.03 0.04 0.06
0.18 -0.77 0.14
-0.06 0.15 0.01
0.50 -0.96 0.27
0.03 -0.06 0.00
0.05 0.01 -0.01
0.05 0.10 -0.04
0.00 -0.16 -0.20
-0.11 0.02 0.02
0.00 -0.01 0.02
0.31 -0.09 0.67
0.03 0.07 -0.29
-0.24 -0.08 -0.18
-0.04 -0.02 0.02
0.01 -0.02 0.00
0.02 0.00 -0.01
0.02 0.03 -0.01